Entry 1:
Computed, not measured: a structure of composition C29H24F12N2O2Pt at a distorted geometry, with ωB97M-V/def2-TZVPD.

Each line ends with the Mulliken charge.
Geometry (Å):
Pt 0.73 -0.03 -0.82  0.93
C 0.15 -4.26 4.72  -1.55
C -0.05 -3.21 3.69  0.51
C -1.32 -2.87 3.22  -1.44
C -1.49 -1.93 2.22  0.24
C -0.44 -1.27 1.63  0.89
N -0.69 -0.47 0.63  0.07
C -1.86 0.14 0.58  -0.20
C -2.41 0.71 1.70  0.17
C -3.64 1.37 1.64  -1.13
C -4.33 1.48 0.44  0.65
C -5.63 2.19 0.32  -1.51
C -3.77 0.91 -0.69  -0.26
C -2.60 0.24 -0.68  -1.10
C -1.98 -0.43 -1.94  1.84
O -0.71 -0.02 -2.25  -0.83
C -2.77 -0.09 -3.25  0.21
F -4.04 -0.59 -3.27  -0.31
F -2.17 -0.55 -4.36  -0.28
F -2.88 1.25 -3.42  -0.23
C -2.12 -2.01 -1.76  0.52
F -1.10 -2.59 -1.14  -0.17
F -2.24 -2.66 -2.96  -0.36
F -3.25 -2.33 -1.07  -0.32
C 0.87 -1.57 2.16  -1.07
C 1.02 -2.54 3.13  -0.56
C 2.10 -0.78 1.67  1.02
O 1.82 0.29 0.87  -0.67
C 3.12 -1.77 1.00  0.65
F 3.88 -2.47 1.91  -0.31
F 4.00 -1.13 0.21  -0.26
F 2.51 -2.71 0.25  -0.25
C 2.79 -0.09 2.90  0.49
F 3.28 -0.90 3.88  -0.28
F 1.92 0.74 3.51  -0.27
F 3.85 0.66 2.51  -0.28
H -0.71 -4.31 5.42  0.36
H 1.06 -4.06 5.31  0.36
H 0.26 -5.27 4.27  0.26
H -2.20 -3.37 3.65  0.24
H -2.50 -1.72 1.84  0.39
H -1.85 0.64 2.64  0.53
H -4.06 1.82 2.55  0.20
H -6.08 2.36 1.32  0.38
H -6.35 1.61 -0.29  0.33
H -5.52 3.18 -0.16  0.23
H -4.35 0.98 -1.62  0.37
H 2.02 -2.78 3.48  0.38
C 1.15 3.44 0.14  -1.23
N 1.15 2.69 -1.06  1.31
C 0.06 3.00 -1.92  -1.22
C 2.41 2.71 -1.76  -1.34
C 2.85 1.44 -2.38  2.35
C 3.96 1.55 -3.21  -0.67
C 4.51 0.44 -3.82  -0.62
C 3.90 -0.77 -3.59  -0.72
C 2.79 -0.81 -2.77  -0.27
C 2.27 0.29 -2.14  -1.48
H 1.33 4.54 -0.01  0.29
H 1.91 3.04 0.83  0.30
H 0.16 3.31 0.64  0.18
H 0.13 4.05 -2.35  0.19
H -0.90 2.91 -1.36  0.25
H 0.03 2.26 -2.75  0.33
H 3.21 3.03 -1.04  0.34
H 2.39 3.49 -2.56  0.23
H 4.40 2.54 -3.38  0.29
H 5.40 0.53 -4.46  0.32
H 4.30 -1.69 -4.04  0.33
H 2.31 -1.79 -2.59  0.24

Output
total charge	-2
E_HOMO	-0.881	eV
HOMO-LUMO gap	0.205	hartree
LUMO	0.1727	hartree
energy above the lowest of the compared OMol25 structures with the same formula, charge and spin	31.39	kJ/mol
2S+1	1

Entry 2:
Computed, not measured: a structure of composition C29H24N3O3Tl, with ωB97M-V/def2-TZVPD.

Each line ends with the Mulliken charge.
Geometry (Å):
Tl 1.98 -2.04 0.91  0.95
C -0.07 1.75 3.22  -1.45
C 0.77 0.84 2.37  0.43
N 0.47 -0.41 2.17  0.35
N -0.66 -0.87 2.73  -0.77
C -0.88 -2.17 2.51  0.28
O -0.12 -2.98 1.91  -0.84
C -2.18 -2.69 3.04  0.57
C -3.11 -1.85 3.65  -0.17
C -4.31 -2.36 4.11  -0.70
C -4.59 -3.71 3.97  -0.34
C -3.67 -4.55 3.36  -0.73
C -2.47 -4.04 2.89  -0.45
C 1.96 1.37 1.71  0.66
C 2.35 2.70 1.88  -0.64
C 3.47 3.18 1.22  -0.51
C 4.18 2.33 0.38  -0.74
C 3.74 1.02 0.27  -0.22
N 2.67 0.56 0.91  -0.05
H -0.89 1.18 3.63  0.25
H -0.47 2.57 2.62  0.32
H 0.53 2.16 4.04  0.38
H -2.88 -0.80 3.75  0.37
H -5.04 -1.71 4.57  0.39
H -5.53 -4.11 4.34  0.37
H -3.90 -5.60 3.24  0.39
H -1.74 -4.68 2.41  0.42
H 1.79 3.36 2.53  0.37
H 3.78 4.21 1.34  0.42
H 5.05 2.67 -0.17  0.42
H 4.25 0.32 -0.37  0.40
C 2.48 1.05 -5.94  -0.41
C 1.18 1.29 -5.51  -0.82
C 0.69 0.67 -4.37  -0.12
C 1.50 -0.19 -3.63  0.32
C 2.80 -0.44 -4.08  -0.48
C 3.29 0.19 -5.22  -0.60
C 1.00 -0.94 -2.47  -0.23
C 0.08 -0.61 -1.57  -0.58
C -0.63 0.65 -1.29  0.48
C -1.88 0.61 -0.66  -0.34
C -2.53 1.79 -0.32  -0.81
C -1.95 3.01 -0.61  -0.56
C -0.71 3.06 -1.24  -0.96
C -0.05 1.88 -1.57  0.16
H 2.85 1.53 -6.84  0.39
H 0.53 1.95 -6.08  0.39
H -0.33 0.84 -4.06  0.56
H 3.43 -1.12 -3.53  0.39
H 4.30 -0.02 -5.55  0.38
H 1.43 -1.93 -2.36  0.57
H -2.34 -0.34 -0.44  0.34
H -3.49 1.74 0.18  0.43
H -2.46 3.93 -0.34  0.40
H -0.25 4.01 -1.47  0.41
H 0.92 1.93 -2.04  0.63
O -1.61 -2.66 -2.16  -0.45
C -1.13 -2.60 -1.08  -0.11
O -0.27 -1.64 -0.65  0.09
H -1.31 -3.30 -0.25  0.36

Output
total charge	0
E_HOMO	-7.627	eV
HOMO-LUMO gap	0.273	hartree
LUMO	-0.0077	hartree
energy above the lowest of the compared OMol25 structures with the same formula, charge and spin	0.00	kJ/mol
2S+1	1

Entry 3:
Computed, not measured: a structure of composition C29H24N4O3PPtS2, with ωB97M-V/def2-TZVPD.

Each line ends with the Mulliken charge.
Geometry (Å):
Pt -0.98 0.41 -0.04  0.98
O 0.33 -3.89 0.31  -0.65
C 0.65 -4.02 -0.99  0.29
C 1.16 -5.26 -1.39  -0.69
C 1.52 -5.49 -2.70  -0.31
C 1.39 -4.48 -3.65  -0.74
C 0.89 -3.25 -3.27  -0.44
C 0.51 -2.99 -1.95  0.31
C 0.00 -1.64 -1.59  0.89
O -0.44 -1.49 -0.36  -0.85
N 0.03 -0.69 -2.47  -0.99
N -0.44 0.50 -1.93  0.54
C -0.46 1.55 -2.67  -0.07
C -0.94 2.84 -2.23  0.50
C -0.93 3.87 -3.20  -0.84
C -1.37 5.14 -2.93  -0.65
C -1.85 5.43 -1.64  -0.42
C -1.87 4.46 -0.67  -0.25
C -1.42 3.14 -0.92  0.23
O -1.47 2.32 0.09  -0.87
H -0.02 -2.97 0.43  0.46
H 1.25 -6.03 -0.64  0.41
H 1.90 -6.46 -2.99  0.36
H 1.67 -4.65 -4.68  0.37
H 0.79 -2.44 -3.98  0.43
H -0.11 1.44 -3.69  0.36
H -0.56 3.63 -4.19  0.29
H -1.35 5.90 -3.70  0.38
H -2.21 6.42 -1.41  0.38
H -2.24 4.66 0.33  0.43
N 2.68 -2.44 4.07  0.03
C 3.51 -1.35 4.02  -0.65
C 3.11 -0.65 2.92  -0.16
N 2.06 -1.28 2.30  -0.23
C 1.83 -2.35 3.01  -0.32
H 2.69 -3.17 4.76  0.19
H 4.28 -1.17 4.75  0.44
H 3.50 0.28 2.55  0.34
H 1.08 -3.10 2.81  0.40
S -3.11 2.83 3.39  -0.55
P -1.46 1.80 3.21  1.23
S -1.44 0.01 2.21  -0.67
C -0.80 1.30 4.85  -0.02
C -1.40 1.74 6.02  -0.52
C -0.86 1.40 7.25  -0.55
C 0.28 0.63 7.33  -0.56
C 0.89 0.18 6.16  -0.38
C 0.36 0.51 4.93  0.61
C -0.08 2.84 2.59  0.22
C -0.12 4.21 2.81  -0.62
C 0.91 5.03 2.38  -0.61
C 2.00 4.47 1.72  -0.58
C 2.05 3.11 1.50  -0.98
C 1.02 2.29 1.93  0.22
H -2.30 2.34 5.94  0.30
H -1.35 1.75 8.16  0.37
H 0.70 0.37 8.29  0.36
H 1.79 -0.42 6.21  0.34
H 0.83 0.16 4.02  -0.36
H -0.99 4.64 3.30  0.36
H 0.87 6.10 2.55  0.39
H 2.80 5.11 1.37  0.37
H 2.88 2.67 0.96  0.45
H 1.04 1.22 1.73  0.30

Output
total charge	-1
E_HOMO	-4.711	eV
HOMO-LUMO gap	0.265	hartree
LUMO	0.0923	hartree
energy above the lowest of the compared OMol25 structures with the same formula, charge and spin	2.50	kJ/mol
2S+1	1

Entry 4:
Computed, not measured: a structure of composition C29H24N4O7SnTe, with ωB97M-V/def2-TZVPD.

Each line ends with the Löwdin spin population.
Geometry (Å):
Sn 0.70 -1.88 -0.21  0.01
C -0.10 -1.01 4.18  0.05
C 1.05 -0.33 4.56  0.00
C 2.08 -0.15 3.66  0.03
C 1.98 -0.64 2.34  0.02
C 0.81 -1.31 1.93  0.04
C -0.20 -1.50 2.88  0.00
C 3.04 -0.41 1.36  0.17
C 4.34 -0.07 1.71  0.02
C 5.33 0.08 0.76  0.21
C 4.99 -0.11 -0.62  0.02
C 5.90 0.06 -1.66  0.06
C 5.53 -0.11 -2.99  0.04
C 4.22 -0.47 -3.28  0.05
C 3.29 -0.64 -2.27  0.04
C 3.64 -0.47 -0.92  0.02
N 2.69 -0.64 0.05  0.15
H -0.90 -1.17 4.88  0.00
H 1.14 0.07 5.56  0.00
H 2.96 0.40 3.96  0.00
H -1.09 -2.04 2.60  0.00
H 4.59 0.05 2.76  0.00
H 6.34 0.34 1.03  0.01
H 6.92 0.34 -1.42  0.00
H 6.26 0.02 -3.78  0.00
H 3.91 -0.61 -4.31  0.00
H 2.28 -0.94 -2.50  0.00
O -3.23 -3.88 0.92  0.00
C -2.70 -2.81 0.62  0.00
O -1.50 -2.61 0.26  0.00
C -3.60 -1.56 0.73  0.00
C -4.83 -1.70 1.36  0.00
C -5.66 -0.60 1.48  0.00
C -5.34 0.65 0.97  0.00
C -4.11 0.74 0.34  0.00
C -3.23 -0.33 0.21  0.00
N -3.74 2.05 -0.22  0.00
O -2.65 2.16 -0.74  0.00
O -4.53 2.96 -0.12  0.00
N -6.96 -0.75 2.16  0.00
O -7.69 0.22 2.20  0.00
O -7.22 -1.83 2.64  0.00
H -5.11 -2.67 1.75  0.00
H -6.00 1.49 1.06  0.00
H -2.27 -0.20 -0.28  0.00
O -0.12 0.19 -0.71  0.00
N 0.42 1.21 -0.05  0.01
C -0.10 1.60 1.12  0.00
C 0.49 2.62 1.83  0.00
C 1.63 3.23 1.34  0.00
C 2.14 2.82 0.11  0.00
C 1.52 1.80 -0.57  0.01
H -0.96 1.04 1.45  0.00
H 0.06 2.89 2.79  0.00
H 2.11 4.02 1.90  0.00
H 3.03 3.26 -0.31  0.00
H 1.86 1.38 -1.50  0.00
C -0.55 -0.69 -6.03  0.00
Te -0.35 -0.19 -3.96  0.00
C -2.44 -0.26 -3.52  0.00
H 0.42 -1.01 -6.39  0.00
H -0.89 0.16 -6.62  0.00
H -1.25 -1.52 -6.14  0.00
H -2.99 0.08 -4.39  0.00
H -2.62 0.42 -2.69  0.00
H -2.73 -1.27 -3.24  0.00

Output
total charge	-1
E_HOMO (alpha / beta)	-2.414 / -4.932	eV
HOMO-LUMO gap (alpha / beta)	0.140 / 0.233	hartree
LUMO (alpha / beta)	0.0514 / 0.0514	hartree
energy above the lowest of the compared OMol25 structures with the same formula, charge and spin	21.06	kJ/mol
expectation value of S²	0.78
2S+1	2

Entry 5:
Computed, not measured: a structure of composition C29H24N6O4PtSSe at a distorted geometry, with ωB97M-V/def2-TZVPD.

Each line ends with the Mulliken charge.
Geometry (Å):
Pt 0.19 0.33 0.13  1.66
C 3.92 0.36 2.65  -1.14
C 3.25 -0.28 1.60  -0.13
N 1.98 -0.63 1.62  -0.12
C 1.20 -0.34 2.78  0.41
C 1.93 0.20 3.95  -0.59
C 3.24 0.59 3.85  -0.65
C 1.06 0.13 5.13  -0.04
C -1.14 0.05 5.02  -0.10
C -1.90 0.03 3.76  -0.61
C -3.21 0.31 3.51  -0.75
C -3.74 -0.04 2.26  -1.08
C -2.94 -0.77 1.36  -0.30
N -1.67 -1.01 1.55  0.00
C -1.02 -0.49 2.69  0.90
H 4.94 0.66 2.52  0.48
H 3.78 -0.50 0.69  0.43
H 3.76 1.01 4.70  0.58
H 1.59 0.08 6.07  0.81
H -1.75 -0.06 5.91  0.84
H -3.85 0.73 4.28  0.58
H -4.77 0.16 2.01  0.50
H -3.35 -1.18 0.46  0.57
C 0.02 -0.97 4.85  -0.72
C 0.11 -1.31 3.35  -0.48
N 0.05 0.51 2.22  -0.10
C 0.02 1.85 2.69  0.15
C -0.07 2.20 4.03  0.88
C -0.09 1.20 5.14  -0.37
C -0.13 3.58 4.35  -1.53
C -0.12 4.55 3.40  -1.12
C 0.03 4.22 2.03  0.82
C 0.09 5.15 0.97  -0.73
C 0.29 4.70 -0.31  -1.07
C 0.46 3.33 -0.54  0.07
N 0.40 2.45 0.43  -0.28
C 0.15 2.85 1.70  -0.02
H 0.02 -1.84 5.50  0.43
H 0.18 -2.36 3.07  0.63
H -0.15 1.71 6.10  0.78
H -0.21 3.86 5.39  0.52
H -0.21 5.59 3.67  0.48
H -0.03 6.20 1.18  0.51
H 0.34 5.39 -1.14  0.43
H 0.65 2.96 -1.54  0.59
C 2.82 -2.83 -0.74  -0.17
N 2.03 -2.65 -1.93  0.34
C 2.49 -2.83 -3.20  -0.44
C 1.40 -2.86 -4.01  -0.41
N 0.29 -2.70 -3.23  0.28
C -1.05 -2.89 -3.70  -0.75
C 0.69 -2.54 -1.96  -0.17
Se -0.33 -2.10 -0.38  0.23
H 3.83 -2.46 -0.91  0.36
H 2.88 -3.90 -0.51  0.28
H 2.35 -2.31 0.09  -0.34
H 3.53 -2.95 -3.43  0.53
H 1.34 -3.00 -5.07  0.49
H -1.04 -3.05 -4.78  0.32
H -1.68 -2.04 -3.46  0.26
H -1.47 -3.77 -3.21  0.34
O -1.82 0.89 -3.20  -0.62
S -1.35 0.42 -1.95  1.27
O -1.71 1.22 -0.76  -0.65
O 0.17 0.33 -1.90  -0.72
O -1.80 -0.99 -1.69  -0.56

Output
total charge	+2
E_HOMO (alpha / beta)	-12.505 / -12.503	eV
HOMO-LUMO gap (alpha / beta)	0.149 / 0.148	hartree
LUMO (alpha / beta)	-0.3110 / -0.3110	hartree
energy above the lowest of the compared OMol25 structures with the same formula, charge and spin	915.28	kJ/mol
2S+1	1

Entry 6:
Computed, not measured: a structure of composition C29H24N6O4STi, with ωB97M-V/def2-TZVPD.

Each line ends with the Mulliken charge.
Geometry (Å):
Ti 1.43 -1.90 0.14  -0.78
C 2.15 -1.80 4.33  -1.47
C 2.49 -1.87 2.88  1.26
O 1.50 -1.59 2.07  -0.28
C 3.73 -2.26 2.44  -1.22
C 3.93 -2.36 1.03  1.15
C 4.58 -3.55 0.40  -1.34
N 3.48 -1.41 0.22  -0.32
N 3.46 -0.11 0.76  -0.31
C 2.41 0.56 0.43  0.77
O 1.39 0.00 -0.20  -0.16
C 2.31 2.00 0.75  0.13
C 3.36 2.66 1.38  -0.54
C 3.26 4.01 1.67  -0.57
C 2.12 4.71 1.31  -0.58
C 1.07 4.06 0.69  -0.35
C 1.16 2.70 0.41  -0.33
H 1.31 -2.47 4.55  0.32
H 3.00 -2.06 4.96  0.40
H 1.83 -0.78 4.57  0.29
H 4.43 -2.69 3.14  0.36
H 5.66 -3.45 0.56  0.40
H 4.25 -4.48 0.87  0.34
H 4.39 -3.56 -0.67  0.33
H 4.25 2.10 1.64  0.45
H 4.08 4.52 2.16  0.39
H 2.04 5.77 1.53  0.39
H 0.17 4.60 0.40  0.44
H 0.35 2.18 -0.07  0.46
C -2.94 4.55 0.61  -0.99
O -2.23 3.94 -0.45  -0.34
C -2.86 2.95 -1.13  0.50
C -4.16 2.53 -0.90  -0.60
C -4.70 1.50 -1.66  -0.50
C -3.93 0.85 -2.62  -0.20
C -2.64 1.30 -2.88  0.09
C -2.11 2.34 -2.15  -0.32
N -4.59 -0.20 -3.34  -0.37
N -4.03 -1.28 -3.59  -0.62
C -2.72 -1.58 -3.08  -0.19
C -1.73 -1.87 -3.97  -0.52
C -0.40 -2.10 -3.57  -0.84
C -0.07 -2.06 -2.23  0.90
O 1.13 -2.23 -1.72  -0.51
C -1.12 -1.84 -1.30  1.10
N -0.73 -1.84 0.01  0.30
C -1.62 -1.67 0.96  -0.27
C -2.98 -1.51 0.66  -1.10
C -3.39 -1.48 -0.64  -0.50
C -2.45 -1.62 -1.68  0.26
H -2.27 5.28 1.05  0.23
H -3.22 3.81 1.38  0.41
H -3.84 5.05 0.25  0.39
H -4.77 3.00 -0.14  0.45
H -5.72 1.18 -1.51  0.46
H -2.04 0.84 -3.66  0.50
H -1.11 2.71 -2.34  0.48
H -1.97 -1.88 -5.03  0.42
H 0.38 -2.29 -4.30  0.49
H -1.25 -1.66 1.97  0.60
H -3.69 -1.40 1.47  0.44
H -4.44 -1.35 -0.88  0.57
S 1.59 -6.60 0.91  -0.40
C 1.54 -5.03 0.67  0.62
N 1.50 -3.86 0.51  -0.56

Output
total charge	0
E_HOMO	-8.082	eV
HOMO-LUMO gap	0.247	hartree
LUMO	-0.0502	hartree
energy above the lowest of the compared OMol25 structures with the same formula, charge and spin	149.07	kJ/mol
2S+1	1

Entry 7:
Computed, not measured: a structure of composition C29H25ClGeINOSZn, with ωB97M-V/def2-TZVPD.

Each line ends with the Löwdin spin population.
Geometry (Å):
Zn -1.23 0.59 0.29  0.17
Cl -3.51 -5.19 2.94  0.00
C -2.84 -3.61 2.71  0.01
C -2.31 -2.94 3.76  0.00
C -1.76 -1.64 3.60  0.02
I -0.99 -0.67 5.26  0.00
C -1.76 -1.01 2.38  0.00
O -1.29 0.20 2.18  0.05
C -2.32 -1.73 1.28  0.00
N -2.29 -1.11 0.05  0.02
C -2.77 -1.72 -1.01  0.01
C -3.33 -3.00 -0.95  0.00
C -3.38 -3.65 0.26  0.01
C -2.86 -3.02 1.42  0.00
H -2.31 -3.40 4.74  0.00
H -2.70 -1.20 -1.95  0.00
H -3.72 -3.46 -1.84  0.00
H -3.81 -4.64 0.34  0.00
C 0.86 -1.07 -4.88  0.03
C 1.49 0.14 -4.62  0.00
C 1.59 0.61 -3.32  0.03
C 1.07 -0.13 -2.26  0.06
C 0.44 -1.35 -2.53  0.02
C 0.33 -1.82 -3.84  0.00
Ge 1.21 0.44 -0.43  0.27
C 1.94 2.19 -0.17  0.06
C 2.86 2.43 0.85  0.02
C 3.42 3.69 1.01  0.00
C 3.05 4.73 0.16  0.03
C 2.13 4.51 -0.85  0.00
C 1.57 3.25 -1.02  0.02
C 1.85 -0.94 0.74  0.05
C 1.73 -0.82 2.13  0.02
C 2.25 -1.81 2.96  0.00
C 2.87 -2.92 2.41  0.02
C 2.99 -3.04 1.03  0.00
C 2.48 -2.06 0.20  0.02
H 0.78 -1.43 -5.90  0.00
H 1.92 0.72 -5.44  0.00
H 2.11 1.54 -3.13  0.00
H 0.04 -1.95 -1.72  0.00
H -0.14 -2.77 -4.04  0.00
H 3.16 1.62 1.51  0.00
H 4.14 3.86 1.80  0.00
H 3.49 5.71 0.29  0.00
H 1.85 5.32 -1.52  0.00
H 0.85 3.09 -1.81  0.00
H 1.21 0.02 2.57  0.00
H 2.15 -1.71 4.03  0.00
H 3.27 -3.69 3.05  0.00
H 3.48 -3.91 0.60  0.00
H 2.57 -2.17 -0.88  0.00
C -1.48 3.94 0.61  0.00
S -2.58 2.52 0.44  0.05
C -3.37 2.89 -1.13  0.00
H -2.08 4.82 0.83  0.00
H -0.90 4.09 -0.30  0.00
H -0.80 3.74 1.44  0.00
H -2.65 2.94 -1.94  0.00
H -3.89 3.84 -1.04  0.00
H -4.10 2.11 -1.33  0.00

Output
total charge	+1
E_HOMO (alpha / beta)	-10.194 / -10.252	eV
HOMO-LUMO gap (alpha / beta)	0.266 / 0.176	hartree
LUMO (alpha / beta)	-0.1089 / -0.2003	hartree
expectation value of S²	0.76
2S+1	2

Values of DFT total energy, in order: -2697.279650, -1681.975161, -2821.496133, -2347.383491, -4667.204755, -2996.732408, -6262.220583, all in a.u..